No. 1
A structure of composition C22H29N7S3Ti at a distorted geometry. Source: OMol25; level of theory: ωB97M-V/def2-TZVPD.

Last column: natural (NBO) charge in e.
Atoms and positions in Å:
Ti1 -0.374 -0.395 -1.130  1.215
N1 -3.821 2.101 -2.013  -0.761
C1 -2.679 1.476 -1.702  0.317
S1 -2.769 -0.234 -1.367  -0.331
N2 -1.578 2.168 -1.588  -0.428
N3 -0.458 1.487 -1.322  -0.423
C2 0.661 2.144 -1.011  0.146
C3 0.701 3.595 -0.779  -0.043
C4 0.254 4.482 -1.755  -0.168
C5 0.281 5.843 -1.520  -0.201
C6 0.729 6.333 -0.305  -0.168
C7 1.176 5.458 0.672  -0.214
C8 1.173 4.097 0.435  -0.225
C9 1.822 1.306 -0.974  0.139
C10 3.145 1.771 -0.909  -0.208
C11 4.183 0.888 -1.109  -0.133
C12 3.891 -0.455 -1.372  -0.249
C13 2.576 -0.865 -1.359  0.060
N4 1.552 -0.029 -1.142  -0.644
H1 -4.669 1.571 -2.132  0.419
H2 -3.802 3.066 -2.296  0.419
H3 -0.093 4.091 -2.698  0.229
H4 -0.046 6.526 -2.289  0.232
H5 0.735 7.394 -0.117  0.231
H6 1.527 5.840 1.619  0.226
H7 1.524 3.417 1.201  0.194
H8 3.325 2.822 -0.748  0.253
H9 5.206 1.228 -1.086  0.244
H10 4.673 -1.160 -1.596  0.245
H11 2.313 -1.907 -1.522  0.217
C14 -1.673 -1.649 2.817  -0.249
C15 -1.341 -1.544 1.312  -0.285
N5 -0.491 -0.374 1.058  -0.486
C16 0.793 -0.547 1.746  -0.241
C17 0.554 -0.780 3.257  -0.253
N6 -0.893 -0.610 3.531  -0.331
C18 -1.337 0.737 3.099  -0.253
C19 -1.158 0.831 1.568  -0.263
H12 -1.416 -2.633 3.212  0.244
H13 -2.735 -1.476 2.999  0.246
H14 -2.263 -1.425 0.722  0.283
H15 -0.816 -2.443 0.962  0.243
H16 1.400 0.351 1.577  0.248
H17 1.318 -1.403 1.302  0.246
H18 1.119 -0.067 3.860  0.248
H19 0.852 -1.787 3.557  0.242
H20 -1.050 -0.708 4.540  0.458
H21 -0.743 1.491 3.620  0.243
H22 -2.380 0.879 3.385  0.249
H23 -0.556 1.709 1.309  0.256
H24 -2.125 0.920 1.057  0.269
S2 -0.314 -2.658 -2.219  -0.113
C20 -0.441 -4.249 -1.759  -0.015
N7 -0.496 -5.253 -2.627  -0.534
C21 -0.768 -6.587 -2.140  -0.233
C22 -0.489 -6.592 -0.637  -0.519
S3 -0.480 -4.841 -0.114  0.299
H25 -0.521 -5.070 -3.621  0.440
H26 -0.128 -7.308 -2.655  0.241
H27 -1.812 -6.850 -2.349  0.225
H28 0.487 -7.010 -0.390  0.245
H29 -1.258 -7.111 -0.070  0.258

Relative energy (zero: lowest compared OMol25 entry of this formula, charge and spin) = 123.9 kJ/mol
Multiplicity = 3
DFT total energy = -89323.699 eV
LUMO energy (spin up / spin down) = -5.18 / -5.78 eV
Net charge = +2
Frontier orbital gap (spin up / spin down) = 6.3840 / 6.9578 eV

=====

No. 2
A cluster of 2 separate species, C4H11OS in total at a distorted geometry. Source: OMol25; level of theory: ωB97M-V/def2-TZVPD.

Last column: natural (NBO) charge in e.
Atoms and positions in Å:
C1 1.640 -0.549 0.129  -0.077
O1 2.951 -1.221 0.245  -0.765
C2 1.276 -0.635 -1.355  -0.403
C3 -0.062 0.039 -1.704  -0.636
H1 0.879 -1.130 0.651  0.190
H2 1.570 0.476 0.499  0.188
H3 3.194 -1.378 1.168  0.462
H4 2.091 -0.068 -1.871  0.175
H5 1.266 -1.686 -1.707  0.190
H6 -0.069 1.127 -1.592  0.204
H7 -0.388 -0.206 -2.726  0.178
H8 -0.791 -0.353 -0.963  0.262
C4 -2.839 1.190 1.865  -0.738
S1 -1.287 0.295 1.483  -0.749
H9 -3.291 1.574 0.938  0.171
H10 -3.569 0.547 2.359  0.168
H11 -2.570 1.975 2.582  0.177

Relative energy (zero: lowest compared OMol25 entry of this formula, charge and spin) = 85.0 kJ/mol
DFT total energy = -17209.316 eV
LUMO energy = 3.66 eV
Net charge = -1
Frontier orbital gap = 5.9775 eV

=====

No. 3
A structure of composition C12H24AlFO17P2 at a distorted geometry. Source: OMol25; level of theory: ωB97M-V/def2-TZVPD.

Last column: natural (NBO) charge in e.
Atoms and positions in Å:
Al1 0.423 0.429 0.868  1.219
P1 1.764 3.299 2.167  2.481
O1 2.061 1.837 2.607  -1.185
O2 3.029 3.974 1.618  -1.214
O3 1.137 4.108 3.306  -1.120
O4 0.683 3.039 1.047  -1.066
P2 -2.113 0.787 3.096  2.463
O5 -1.771 1.682 4.330  -1.052
O6 -0.840 -0.162 3.070  -1.036
O7 -2.241 1.451 1.737  -1.231
O8 -3.288 -0.096 3.635  -1.300
F1 1.329 -1.132 -1.646  -0.952
C1 -2.003 -1.534 -4.213  -0.634
C2 -1.843 -2.213 -2.858  -0.103
O9 -3.043 -2.075 -2.092  -0.552
C3 -2.932 -1.492 -0.864  0.978
O10 -1.916 -1.180 -0.347  -0.564
O11 -4.165 -1.404 -0.379  -0.545
C4 -4.323 -0.718 0.892  -0.296
H1 -1.018 -1.264 -4.600  0.215
H2 -2.552 -0.597 -4.174  0.226
H3 -2.391 -2.240 -4.959  0.165
H4 -0.994 -1.807 -2.284  0.286
H5 -1.625 -3.274 -3.027  0.143
H6 -5.354 -0.884 1.215  0.147
H7 -4.156 0.353 0.799  0.231
H8 -3.656 -1.080 1.673  0.279
C5 1.624 2.068 -4.412  -0.617
C6 0.705 1.292 -3.481  -0.093
O12 -0.626 1.808 -3.614  -0.544
C7 -1.340 1.766 -2.469  0.980
O13 -0.878 1.534 -1.412  -0.554
O14 -2.637 1.986 -2.730  -0.539
C8 -3.470 2.049 -1.563  -0.290
H9 1.724 3.104 -4.093  0.206
H10 1.210 2.023 -5.431  0.167
H11 2.598 1.581 -4.455  0.204
H12 1.046 1.486 -2.463  0.251
H13 0.797 0.224 -3.651  0.211
H14 -4.121 1.166 -1.574  0.170
H15 -4.112 2.925 -1.631  0.158
H16 -2.875 1.982 -0.643  0.299
C9 3.685 -1.232 5.623  -0.616
C10 3.217 -0.977 4.224  -0.125
O15 3.849 -1.936 3.358  -0.536
C11 3.562 -1.708 2.073  0.971
O16 2.925 -0.794 1.713  -0.556
O17 4.030 -2.700 1.290  -0.547
C12 3.538 -2.620 -0.052  -0.252
H17 4.743 -1.524 5.655  0.179
H18 3.167 -2.063 6.115  0.183
H19 3.555 -0.347 6.247  0.220
H20 3.385 0.038 3.846  0.267
H21 2.127 -1.065 4.159  0.231
H22 4.237 -3.186 -0.685  0.137
H23 3.563 -1.592 -0.400  0.246
H24 2.569 -3.096 -0.162  0.206

DFT total energy = -75524.697 eV
LUMO energy = 7.95 eV
Net charge = -4
Frontier orbital gap = 2.9371 eV